# 1
{
  "formula": "C9H18NO",
  "method": "ωB97M-V with the def2-TZVPD basis set",
  "symbols": ["C", "C", "C", "C", "C", "C", "C", "C", "C", "N", "O", "H", "H", "H", "H", "H", "H", "H", "H", "H", "H", "H", "H", "H", "H", "H", "H", "H", "H"],
  "coordinates": [[1.620, 0.209, -1.651], [0.526, 1.124, -1.131], [1.589, -0.999, -0.634], [0.598, -2.029, -1.123], [2.760, -1.190, 0.254], [-1.745, 1.957, 0.460], [-2.041, -0.309, -0.063], [-1.180, 0.250, 2.196], [-1.132, 0.603, 0.729], [0.224, 0.575, 0.173], [2.310, 0.223, -2.627], [0.892, 2.165, -0.984], [-0.277, 1.143, -1.960], [0.841, -2.938, -0.570], [0.750, -2.136, -2.250], [-0.337, -1.561, -0.858], [3.757, -1.129, -0.391], [2.843, -2.116, 0.825], [2.860, -0.382, 1.023], [-0.828, 2.641, 0.655], [-1.790, 2.064, -0.564], [-2.711, 1.990, 0.979], [-1.763, -1.358, 0.271], [-1.934, -0.343, -1.252], [-3.056, -0.045, -0.002], [-0.754, 1.062, 2.716], [-2.247, 0.290, 2.572], [-0.628, -0.678, 2.365], [0.856, 0.917, 0.842]],
  "orbital_gap_ev": 8.9700,
  "energy_ha": -483.3502,
  "spin_multiplicity": 1,
  "homo_energy_ev": -14.089,
  "e_lumo_ev": -5.12,
  "charge": 1
}

***

# 2
{
  "formula": "C16H16B3CoF4N7O6",
  "method": "ωB97M-V with the def2-TZVPD basis set",
  "symbols": ["Co", "C", "C", "N", "O", "B", "F", "F", "O", "N", "C", "C", "C", "N", "O", "B", "F", "F", "O", "N", "C", "C", "C", "H", "H", "H", "H", "H", "H", "H", "H", "H", "H", "H", "H", "O", "B", "O", "C", "C", "C", "C", "C", "C", "H", "H", "H", "H", "N", "C", "N", "C", "N"],
  "coordinates": [[-0.332, 0.655, 0.727], [-4.035, -0.961, -0.017], [-2.715, -0.544, 0.523], [-2.079, 0.547, 0.122], [-2.626, 1.262, -0.866], [-2.017, 2.600, -1.153], [-2.106, 3.401, -0.043], [-2.633, 3.116, -2.235], [-0.557, 2.417, -1.499], [0.196, 1.896, -0.524], [1.517, 2.113, -0.563], [2.134, 3.006, -1.581], [2.232, 1.381, 0.397], [1.450, 0.652, 1.201], [2.066, -0.189, 2.037], [1.218, -0.876, 3.070], [1.988, -1.791, 3.690], [0.687, 0.056, 3.930], [0.087, -1.609, 2.389], [-0.763, -0.852, 1.686], [-1.974, -1.331, 1.433], [-2.452, -2.633, 1.967], [3.713, 1.323, 0.509], [-4.450, -0.166, -0.627], [-4.723, -1.214, 0.786], [-3.904, -1.845, -0.641], [1.353, 3.572, -2.082], [2.662, 2.410, -2.325], [2.843, 3.685, -1.114], [-1.762, -2.995, 2.724], [-2.490, -3.355, 1.151], [-3.451, -2.542, 2.385], [4.187, 1.932, -0.252], [4.032, 0.285, 0.403], [4.023, 1.650, 1.501], [-0.763, -1.288, -1.479], [0.146, -0.613, -0.697], [1.430, -0.952, -1.052], [1.324, -1.858, -2.071], [2.308, -2.527, -2.768], [1.884, -3.385, -3.772], [0.537, -3.554, -4.066], [-0.453, -2.895, -3.354], [-0.032, -2.053, -2.346], [3.350, -2.387, -2.540], [2.622, -3.933, -4.335], [0.251, -4.214, -4.870], [-1.498, -3.026, -3.574], [-0.765, 1.983, 2.193], [-0.705, 2.755, 3.074], [-0.814, 3.597, 3.970], [-0.281, 4.295, 4.880], [0.138, 4.999, 5.700]],
  "orbital_gap_ev": [7.9567, 4.4793],
  "energy_ha": -3311.0702,
  "spin_multiplicity": 2,
  "homo_energy_ev": [-9.049, -9.011],
  "e_lumo_ev": [-1.09, -4.53]
}

***

# 3
{
  "formula": "C28H61Cl4N7O10",
  "method": "ωB97M-V with the def2-TZVPD basis set",
  "symbols": ["C", "C", "O", "C", "O", "O", "H", "H", "H", "H", "C", "C", "O", "N", "C", "H", "H", "H", "H", "H", "H", "H", "C", "C", "O", "N", "C", "H", "H", "H", "H", "H", "H", "H", "C", "C", "O", "N", "C", "H", "H", "H", "H", "H", "H", "H", "C", "C", "O", "N", "C", "H", "H", "H", "H", "H", "H", "H", "C", "C", "O", "N", "C", "H", "H", "H", "H", "H", "H", "H", "C", "C", "O", "N", "C", "H", "H", "H", "H", "H", "H", "H", "C", "C", "O", "N", "C", "H", "H", "H", "H", "H", "H", "H", "Cl", "C", "C", "Cl", "H", "H", "H", "H", "Cl", "C", "C", "Cl", "H", "H", "H", "H"],
  "coordinates": [[-21.508, 3.844, -14.001], [-21.915, 2.436, -14.281], [-23.333, 2.348, -13.932], [-23.767, 3.616, -13.844], [-24.950, 3.986, -13.653], [-22.787, 4.477, -13.965], [-20.856, 4.075, -14.843], [-20.817, 3.895, -13.159], [-21.375, 1.665, -13.732], [-21.630, 2.221, -15.310], [-16.433, 1.045, -16.875], [-16.926, 2.392, -16.309], [-17.476, 3.187, -17.002], [-16.780, 2.679, -15.024], [-17.457, 3.699, -14.319], [-17.139, 0.260, -17.146], [-15.601, 0.645, -16.295], [-15.847, 1.241, -17.773], [-16.306, 1.962, -14.493], [-18.002, 4.329, -15.021], [-16.709, 4.289, -13.788], [-18.185, 3.250, -13.644], [-24.474, 6.067, -10.663], [-24.210, 4.713, -10.100], [-23.193, 4.495, -9.488], [-25.244, 3.821, -10.270], [-25.056, 2.501, -9.875], [-25.181, 6.602, -10.030], [-24.955, 6.053, -11.641], [-23.519, 6.593, -10.664], [-26.063, 4.074, -10.805], [-24.270, 2.023, -10.459], [-26.012, 1.985, -9.967], [-24.792, 2.506, -8.817], [-25.154, 5.720, -16.810], [-25.128, 7.049, -17.566], [-25.234, 8.066, -16.967], [-24.958, 7.022, -18.939], [-24.868, 8.226, -19.793], [-25.113, 4.895, -17.522], [-26.045, 5.617, -16.190], [-24.235, 5.757, -16.226], [-24.801, 6.128, -19.381], [-24.810, 9.103, -19.150], [-25.830, 8.456, -20.251], [-24.096, 8.237, -20.562], [-18.071, 4.546, -8.845], [-17.961, 5.373, -10.205], [-16.900, 5.687, -10.706], [-19.080, 5.965, -10.713], [-20.433, 5.690, -10.330], [-18.786, 3.727, -8.919], [-18.447, 5.367, -8.234], [-17.112, 4.182, -8.476], [-18.932, 6.431, -11.597], [-21.083, 6.439, -10.783], [-20.382, 5.927, -9.268], [-20.730, 4.677, -10.602], [-26.359, 10.993, -13.136], [-26.793, 9.599, -13.151], [-27.870, 9.334, -12.618], [-26.045, 8.727, -13.885], [-26.446, 7.366, -13.973], [-27.086, 11.643, -13.623], [-25.425, 11.231, -13.644], [-26.249, 11.171, -12.066], [-25.204, 9.060, -14.334], [-26.817, 7.212, -14.987], [-27.117, 7.048, -13.174], [-25.518, 6.795, -13.949], [-23.108, -1.331, -13.618], [-23.205, -2.008, -14.996], [-23.977, -2.944, -15.139], [-22.662, -1.412, -15.994], [-23.025, -1.544, -17.401], [-23.285, -2.016, -12.789], [-23.657, -0.390, -13.571], [-22.039, -1.231, -13.431], [-22.296, -0.483, -15.843], [-22.309, -2.168, -17.936], [-23.006, -0.645, -18.016], [-24.024, -1.960, -17.529], [-18.966, -2.371, -14.757], [-19.472, -1.135, -15.448], [-19.640, -0.031, -14.925], [-19.612, -1.158, -16.780], [-19.724, 0.014, -17.698], [-19.367, -2.633, -13.778], [-17.880, -2.282, -14.798], [-19.038, -3.240, -15.411], [-19.406, -2.060, -17.186], [-19.078, -0.067, -18.573], [-19.398, 0.945, -17.235], [-20.768, 0.115, -17.994], [-18.741, 1.759, -10.573], [-18.883, 0.557, -11.886], [-19.971, -0.478, -11.529], [-21.566, 0.237, -11.461], [-17.879, 0.161, -12.035], [-19.156, 1.012, -12.839], [-19.886, -1.013, -10.583], [-20.023, -1.251, -12.295], [-21.432, 3.138, -17.550], [-21.146, 3.213, -19.294], [-19.673, 3.480, -19.285], [-19.154, 3.813, -20.903], [-21.721, 4.051, -19.687], [-21.423, 2.307, -19.833], [-19.077, 2.594, -19.064], [-19.279, 4.226, -18.595]],
  "orbital_gap_ev": [7.4542, 2.1386],
  "energy_ha": -4079.6400,
  "spin_multiplicity": 2,
  "homo_energy_ev": [-10.661, -10.661],
  "e_lumo_ev": [-3.21, -8.52],
  "charge": 1
}

***

# 4
{
  "formula": "C43H54CdCl5O7PS",
  "method": "ωB97M-V with the def2-TZVPD basis set",
  "symbols": ["Cd", "Cl", "C", "C", "Cl", "C", "Cl", "C", "O", "C", "O", "C", "Cl", "O", "C", "C", "C", "C", "C", "C", "C", "P", "C", "C", "C", "C", "C", "C", "C", "C", "C", "C", "C", "C", "H", "H", "H", "H", "H", "H", "H", "H", "H", "H", "H", "H", "H", "H", "H", "H", "H", "H", "H", "H", "H", "H", "H", "H", "H", "H", "H", "H", "H", "H", "H", "H", "H", "C", "C", "C", "C", "C", "C", "C", "S", "O", "O", "O", "H", "H", "H", "H", "H", "H", "H", "Cl", "C", "C", "C", "C", "C", "C", "C", "H", "H", "H", "H", "H", "H", "C", "C", "C", "O", "C", "H", "H", "H", "H", "H", "H", "H", "H"],
  "coordinates": [[-0.850, -17.213, -10.009], [0.616, -12.658, -15.094], [-0.152, -13.904, -14.272], [-1.389, -14.379, -14.725], [-2.156, -13.815, -16.216], [-2.068, -15.270, -13.906], [-3.716, -15.651, -14.269], [-1.563, -15.893, -12.734], [-2.193, -16.649, -11.919], [-0.112, -15.644, -12.505], [0.415, -16.392, -11.586], [0.520, -14.572, -13.204], [2.078, -14.068, -12.752], [-0.229, -18.128, -6.777], [0.141, -17.933, -7.853], [-0.034, -23.697, -8.488], [0.898, -22.948, -9.457], [0.241, -21.710, -10.096], [-1.114, -21.374, -9.480], [-1.103, -21.367, -7.933], [-0.571, -22.727, -7.417], [-1.754, -19.717, -10.203], [-3.538, -19.594, -9.646], [-4.393, -20.866, -9.753], [-5.076, -21.304, -8.462], [-5.765, -20.120, -7.715], [-4.998, -18.798, -7.747], [-3.558, -18.909, -8.251], [-1.771, -19.875, -12.087], [-2.209, -21.258, -12.553], [-1.520, -21.720, -13.874], [-1.210, -20.541, -14.798], [-0.409, -19.399, -14.177], [-0.393, -19.515, -12.644], [0.417, -24.570, -8.010], [-0.815, -24.054, -9.126], [1.266, -23.580, -10.296], [1.800, -22.584, -8.994], [0.101, -21.968, -11.162], [0.951, -20.922, -9.938], [-1.859, -22.101, -9.847], [-2.123, -21.281, -7.467], [-0.444, -20.554, -7.644], [-1.367, -23.173, -6.778], [0.305, -22.559, -6.770], [-3.982, -18.852, -10.341], [-3.814, -21.716, -10.124], [-5.131, -20.723, -10.555], [-4.355, -21.790, -7.793], [-5.814, -22.092, -8.685], [-5.996, -20.392, -6.700], [-6.733, -19.911, -8.230], [-4.934, -18.362, -6.731], [-5.567, -18.032, -8.316], [-2.904, -19.400, -7.536], [-3.175, -17.857, -8.299], [-2.463, -19.080, -12.383], [-3.314, -21.271, -12.662], [-1.964, -22.022, -11.803], [-2.215, -22.422, -14.330], [-0.558, -22.235, -13.751], [-2.172, -20.180, -15.199], [-0.693, -20.875, -15.676], [-0.730, -18.410, -14.521], [0.664, -19.422, -14.460], [-0.032, -18.526, -12.260], [0.302, -20.292, -12.289], [-8.007, -14.088, -9.976], [-6.525, -13.935, -9.773], [-5.996, -13.334, -8.681], [-4.635, -13.402, -8.408], [-3.791, -14.156, -9.197], [-4.303, -14.770, -10.319], [-5.643, -14.602, -10.650], [-2.039, -14.350, -8.868], [-1.326, -13.989, -10.072], [-1.733, -13.593, -7.645], [-1.858, -15.831, -8.502], [-8.292, -14.118, -11.048], [-8.596, -13.235, -9.578], [-8.390, -14.995, -9.520], [-6.647, -12.872, -7.956], [-4.196, -12.963, -7.506], [-3.653, -15.300, -11.064], [-5.985, -14.985, -11.592], [4.881, -21.518, -7.939], [5.342, -21.000, -9.498], [6.353, -21.682, -10.146], [6.669, -21.338, -11.474], [6.029, -20.222, -12.102], [5.065, -19.503, -11.459], [4.681, -19.868, -10.081], [3.613, -19.241, -9.527], [6.901, -22.495, -9.694], [7.507, -21.875, -11.871], [6.433, -19.942, -13.118], [4.527, -18.651, -11.825], [3.226, -18.317, -9.897], [3.229, -19.564, -8.569], [3.082, -13.946, -9.191], [1.952, -13.364, -8.398], [1.736, -14.466, -7.379], [2.061, -15.751, -7.959], [2.844, -15.469, -9.111], [4.034, -13.694, -8.702], [3.187, -13.611, -10.201], [1.046, -13.319, -9.079], [2.111, -12.372, -8.003], [0.727, -14.558, -6.967], [2.413, -14.279, -6.508], [2.186, -15.817, -9.956], [3.781, -16.028, -9.085]],
  "orbital_gap_ev": 3.9139,
  "energy_ha": -5405.8667,
  "spin_multiplicity": 1,
  "homo_energy_ev": -0.350,
  "e_lumo_ev": 3.56,
  "charge": -2
}